The following is a DFT calculation (ωB97M-V/def2-TZVPD) of C14H6MoN2O4S5 as an isolated structure in a non-equilibrium geometry.

CARTESIAN COORDINATES (ANGSTROEM)
Mo: -1.173 0.804 -0.948
O: 0.409 5.177 -3.019
C: 0.060 4.213 -2.477
O: 0.252 3.761 -1.127
C: -1.259 2.067 -3.637
O: -1.418 2.225 -4.796
O: -1.598 1.019 -2.875
S: -0.172 -5.457 -4.224
C: -0.383 -4.164 -3.263
S: 0.892 -3.053 -2.864
C: -0.067 -1.920 -1.952
C: -1.398 -2.189 -1.864
S: -2.490 -1.209 -0.966
S: -1.926 -3.643 -2.665
S: 0.700 -0.571 -1.199
C: -0.508 1.344 0.926
C: 0.136 0.479 1.956
C: 1.243 0.986 2.628
C: 1.939 0.206 3.536
C: 1.510 -1.088 3.802
C: 0.388 -1.597 3.153
C: -0.285 -0.819 2.231
C: 2.228 -1.909 4.756
N: 2.798 -2.553 5.519
H: -0.399 2.397 1.163
H: -1.646 1.083 0.834
H: 1.571 2.000 2.430
H: 2.807 0.600 4.049
H: 0.054 -2.603 3.371
H: -1.146 -1.224 1.717
N: -0.681 3.027 -2.730
C: -0.437 2.613 -1.465

Calculated values
* HOMO (spin up / spin down): -8.14 / -8.13 eV
* E_LUMO (spin up / spin down): -2.24 / -2.22 eV
* charge: 0
* energy above the lowest of the compared OMol25 structures with the same formula, charge and spin: 2.475 eV


The following is a DFT calculation (ωB97M-V/def2-TZVPD) of a single C14H7ClN4O2 molecule in a non-equilibrium geometry.

CARTESIAN COORDINATES (ANGSTROEM)
O: -2.107 -3.249 -2.924
N: -2.278 -2.569 -1.901
O: -3.213 -2.751 -1.111
C: -1.392 -1.475 -1.647
C: -0.959 -0.744 -2.751
C: -0.156 0.370 -2.625
N: 0.369 1.197 -3.581
N: 1.060 2.261 -3.065
C: 0.934 2.097 -1.761
C: 0.206 0.852 -1.378
C: -0.075 0.097 -0.213
C: -0.921 -1.076 -0.377
N: -1.343 -1.844 0.647
C: -0.873 -1.563 1.822
C: 0.019 -0.525 2.074
C: 0.438 -0.402 3.423
C: 1.313 0.656 3.752
C: 1.743 1.585 2.779
Cl: 2.864 2.869 3.219
C: 1.311 1.408 1.467
C: 0.419 0.367 1.096
H: -1.305 -1.014 -3.750
H: 0.267 1.009 -4.571
H: 1.367 2.796 -1.044
H: -1.253 -2.125 2.659
H: 0.118 -1.112 4.207
H: 1.718 0.747 4.773
H: 1.729 2.136 0.781

Calculated values
* HOMO: -8.77 eV
* E_LUMO: -0.90 eV
* charge: 0
* energy above the lowest of the compared OMol25 structures with the same formula, charge and spin: 0.000 eV
* structure (SMILES): O=[N+]([O-])c1cc2[nH]ncc2c2c1ncc1ccc(Cl)cc12


The following is a DFT calculation (ωB97M-V/def2-TZVPD) of C14H7N2O8RhS as an isolated structure.

CARTESIAN COORDINATES (ANGSTROEM)
Rh: -1.691 0.024 -1.717
O: 4.262 0.067 -3.165
C: 2.929 0.011 -2.998
C: 2.239 -1.203 -2.910
C: 0.875 -1.142 -2.725
N: 0.263 0.022 -2.656
C: 0.889 1.183 -2.714
C: 2.252 1.233 -2.900
C: -0.066 2.348 -2.517
O: 0.257 3.496 -2.650
O: -1.298 1.942 -2.189
C: -0.089 -2.303 -2.544
O: 0.238 -3.450 -2.684
O: -1.318 -1.896 -2.227
H: 4.633 -0.819 -3.181
H: 2.737 -2.163 -2.960
H: 2.778 2.175 -2.942
O: -3.186 0.022 0.264
C: -2.128 0.012 0.903
N: -0.954 -0.013 0.231
S: 0.378 0.002 1.205
O: 1.089 -1.233 1.069
O: 1.086 1.234 1.035
C: -0.590 0.023 2.690
C: -0.142 0.037 3.994
C: -1.109 0.053 4.994
C: -2.467 0.056 4.687
C: -2.900 0.042 3.368
C: -1.939 0.025 2.374
H: 0.912 0.035 4.231
H: -0.799 0.064 6.030
H: -3.192 0.069 5.490
H: -3.951 0.045 3.112

Calculated values
* HOMO (spin up / spin down): -9.64 / -10.24 eV
* E_LUMO (spin up / spin down): -0.45 / -3.02 eV
* charge: 0
* spin multiplicity: 5


The following total energy values (in hartree) correspond, in order, to the records above: -3006.65490 -1367.30345 -1757.82782.